DFT (ωB97M-V with the def2-TZVPD basis set) results for a 3-piece molecular cluster, C33H65Br3N3O7S overall at a distorted geometry.

Results
Gap between HOMO and LUMO   6.894 eV
Electronic energy   -10107.09272 Eh
Net charge   +1

CARTESIAN COORDINATES (ANGSTROEM)
C: 6.300 -0.117 0.475
C: 6.547 1.213 0.548
C: 5.696 2.160 -0.229
O: 6.085 2.741 -1.231
O: 4.451 2.287 0.276
C: 3.918 3.605 0.193
C: 2.402 3.536 0.417
C: 1.920 4.275 1.673
C: 0.754 3.516 2.371
C: -0.559 4.298 2.367
C: -1.183 4.490 0.975
C: -2.225 3.440 0.551
C: -1.404 2.330 -0.198
C: -1.218 2.623 -1.663
O: -0.937 3.716 -2.118
Br: -1.385 1.135 -2.944
C: -3.126 2.870 1.675
C: -4.585 2.697 1.164
C: -5.631 3.449 2.006
S: -6.811 2.381 2.874
C: -7.225 1.039 1.716
C: -6.535 -0.286 2.135
N: -4.497 3.137 -0.255
C: -4.806 2.165 -1.358
Br: -4.233 0.363 -0.996
C: -6.293 2.277 -1.754
C: -6.930 0.990 -2.260
Br: -6.459 3.633 -3.143
C: -3.312 4.060 -0.332
H: 6.139 -0.768 1.322
H: 6.267 -0.556 -0.517
H: 7.382 1.587 1.128
H: 4.392 4.274 0.907
H: 4.084 4.048 -0.781
H: 2.128 2.487 0.412
H: 1.928 4.012 -0.439
H: 1.541 5.266 1.441
H: 2.719 4.402 2.392
H: 0.668 2.500 1.998
H: 1.044 3.419 3.414
H: -0.327 5.289 2.742
H: -1.226 3.855 3.100
H: -0.383 4.531 0.246
H: -1.646 5.479 0.959
H: -0.403 2.341 0.220
H: -1.772 1.330 -0.016
H: -2.712 2.020 2.201
H: -3.120 3.657 2.428
H: -4.786 1.650 1.348
H: -5.107 3.984 2.788
H: -6.182 4.200 1.434
H: -8.292 0.875 1.687
H: -6.877 1.280 0.718
H: -5.776 -0.599 1.425
H: -6.022 -0.126 3.076
H: -7.255 -1.070 2.328
H: -5.274 3.797 -0.354
H: -4.248 2.497 -2.225
H: -6.843 2.599 -0.872
H: -7.165 0.318 -1.443
H: -6.310 0.483 -2.987
H: -7.842 1.258 -2.776
H: -3.660 4.900 0.268
H: -3.057 4.429 -1.315
C: -5.123 -2.442 -3.197
O: -6.477 -2.267 -2.826
C: -7.400 -3.128 -3.491
C: -7.907 -4.224 -2.577
N: -6.870 -5.202 -2.273
C: -7.166 -6.098 -1.155
C: -7.501 -5.505 0.211
O: -6.415 -4.891 0.888
C: -6.080 -3.595 0.446
H: -4.584 -1.572 -2.823
H: -4.680 -3.333 -2.741
H: -5.006 -2.491 -4.283
H: -6.971 -3.537 -4.410
H: -8.254 -2.509 -3.778
H: -8.744 -4.733 -3.062
H: -8.289 -3.734 -1.672
H: -6.007 -4.718 -2.070
H: -6.291 -6.740 -1.028
H: -7.991 -6.752 -1.454
H: -7.799 -6.337 0.851
H: -8.361 -4.826 0.180
H: -6.964 -3.010 0.175
H: -5.379 -3.630 -0.393
H: -5.573 -3.089 1.270
C: 10.930 -0.148 1.463
O: 10.108 -1.288 1.620
C: 9.372 -1.658 0.463
C: 9.946 -2.890 -0.211
N: 11.223 -2.615 -0.854
C: 11.993 -3.798 -1.243
C: 12.352 -4.842 -0.188
O: 13.318 -4.434 0.762
C: 12.837 -3.604 1.799
H: 11.219 0.188 2.458
H: 11.846 -0.372 0.907
H: 10.394 0.665 0.964
H: 9.283 -0.824 -0.240
H: 8.364 -1.903 0.806
H: 9.236 -3.243 -0.967
H: 10.031 -3.666 0.561
H: 11.792 -2.056 -0.235
H: 12.929 -3.434 -1.673
H: 11.452 -4.301 -2.051
H: 12.812 -5.678 -0.719
H: 11.471 -5.255 0.318
H: 11.831 -3.886 2.120
H: 12.858 -2.551 1.506
H: 13.511 -3.715 2.649